[1]
C14H27N3O2 | the ωB97M-V functional and the def2-TZVPD basis

```
46
Properties=species:S:1:pos:R:3:nbo_charge:R:1
O -2.825 0.501 -2.757 -0.630
O 1.300 0.069 3.800 -0.633
C -2.282 0.075 -1.763 0.654
C 0.757 -0.944 3.368 0.688
N -0.478 -0.842 2.751 -0.455
N -2.494 -0.542 0.735 -0.459
N -0.925 -0.148 -1.815 -0.629
C -3.176 -0.362 -0.567 -0.297
C 2.530 -2.577 2.451 -0.596
C 2.152 3.517 -3.368 -0.607
C 1.598 1.286 -1.279 -0.623
C 1.490 -2.284 3.533 -0.489
C -1.268 0.417 2.709 -0.219
C -1.225 -2.023 2.294 -0.223
C -1.774 0.653 1.231 -0.225
C -1.804 -1.836 0.895 -0.208
C -0.040 0.293 -2.862 -0.215
C 1.456 2.153 -3.606 -0.393
C 0.628 1.608 -2.423 -0.227
H -0.493 -0.565 -1.005 0.385
H -3.715 -1.283 -0.830 0.227
H -3.901 0.425 -0.451 0.228
H 3.088 -1.659 2.241 0.221
H 2.049 -2.841 1.523 0.196
H 3.198 -3.382 2.808 0.216
H 2.932 3.419 -2.575 0.199
H 2.652 3.922 -4.258 0.213
H 1.460 4.254 -3.021 0.204
H 2.112 2.218 -0.960 0.216
H 1.150 0.905 -0.362 0.206
H 2.416 0.656 -1.624 0.204
H 0.805 -3.129 3.623 0.203
H 2.050 -2.212 4.471 0.238
H -0.740 1.310 3.058 0.251
H -2.179 0.270 3.383 0.192
H -0.615 -2.910 2.167 0.217
H -1.997 -2.233 3.042 0.194
H -0.943 0.898 0.618 0.171
H -2.448 1.510 1.224 0.209
H -0.985 -1.843 0.151 0.146
H -2.496 -2.638 0.671 0.212
H -0.614 0.428 -3.772 0.233
H 0.682 -0.513 -2.998 0.194
H 2.204 1.374 -3.837 0.193
H 0.839 2.300 -4.511 0.206
H -0.131 2.308 -2.102 0.209
```

Results
Relative energy (zero: lowest compared OMol25 entry of this formula, charge and spin) = 128.5 kJ/mol
SMILES string = CCC(=O)N1CCN(CC(=O)NC[C@@H](C)CC)CC1
HOMO energy = -0.316 Ha
Total charge = 0



[2]
C14H27N4O3S | the ωB97M-V functional and the def2-TZVPD basis

```
49
Properties=species:S:1:pos:R:3:nbo_charge:R:1
C -1.714 3.509 -1.928 -0.840
S -1.649 1.861 -2.724 2.177
O -2.830 1.774 -3.584 -0.893
O -0.484 1.838 -3.583 -0.839
N -1.788 0.498 -1.617 -0.600
C -2.491 0.806 -0.300 -0.256
C -1.570 1.503 0.777 -0.095
C -2.243 1.206 2.205 -0.210
N -1.265 1.246 3.304 -0.837
N -0.164 1.062 0.826 -0.603
C 0.425 0.812 -0.507 -0.254
C -0.517 -0.210 -1.255 -0.090
C 0.145 -1.023 -2.404 -0.006
C -0.593 -1.384 -3.618 -0.287
C 0.114 -2.163 -4.621 0.072
N 1.400 -2.583 -4.579 -0.382
C 2.052 -2.248 -3.438 0.067
C 1.531 -1.497 -2.309 -0.269
H -2.429 3.587 -1.078 0.258
H -0.656 3.764 -1.642 0.271
H -2.025 4.243 -2.710 0.312
H -2.393 -0.201 -2.089 0.483
H -3.310 1.538 -0.559 0.245
H -3.002 -0.127 0.045 0.253
H -1.551 2.626 0.701 0.209
H -3.098 1.908 2.408 0.195
H -2.657 0.162 2.121 0.187
H -1.084 2.199 3.614 0.374
H -1.638 0.674 4.062 0.385
H -0.083 0.174 1.336 0.378
H 0.672 1.733 -1.088 0.225
H 1.399 0.281 -0.327 0.247
H -0.806 -0.971 -0.471 0.246
H -1.659 -1.100 -3.773 0.212
H -0.469 -2.439 -5.536 0.215
H 3.115 -2.591 -3.354 0.215
H 2.155 -1.300 -1.414 0.233
C 2.720 -1.921 1.994 -0.632
C 2.109 -1.316 3.250 0.091
C 3.165 -1.063 4.314 -0.631
O 1.113 -2.198 3.766 -0.724
H 3.187 -2.885 2.213 0.214
H 1.947 -2.107 1.242 0.192
H 3.475 -1.258 1.563 0.211
H 1.608 -0.376 2.999 0.173
H 3.647 -1.998 4.613 0.205
H 2.710 -0.639 5.211 0.224
H 3.933 -0.375 3.953 0.214
H 1.543 -3.032 3.991 0.465
```

Results
HOMO energy = -0.461 Ha
Total charge = +1



[3]
C14H27N5O2P2Pb | the ωB97M-V functional and the def2-TZVPD basis

```
51
Properties=species:S:1:pos:R:3:nbo_charge:R:1
Pb -0.106 -0.704 0.489 1.269
P 2.480 -1.577 1.767 0.297
P -2.756 -1.667 0.498 0.260
N 1.616 0.280 -0.968 -0.509
N -0.977 -0.028 -1.642 -0.434
H 1.897 1.105 -2.908 0.210
H -0.749 1.712 -2.835 0.229
H 1.109 2.207 -1.732 0.239
C 1.178 1.160 -2.074 -0.250
H -0.077 0.226 -3.565 0.235
C -0.202 0.777 -2.604 -0.263
H 3.581 0.306 -1.511 0.178
H -2.695 0.373 -2.713 0.204
C 2.821 -0.082 -0.806 0.220
C -2.282 -0.144 -1.820 0.042
H 4.284 -0.465 0.680 0.260
C 3.417 -0.988 0.243 -0.751
H 3.738 -1.926 -0.241 0.284
H -2.915 -3.082 0.286 0.078
H -3.748 -1.421 1.518 0.042
H 3.058 -2.899 1.796 0.039
H 3.341 -0.976 2.751 -0.004
O 0.571 -2.782 -0.551 -0.970
C 0.744 -2.914 -1.922 0.123
C 1.987 -3.717 -2.315 -0.620
C -0.509 -3.415 -2.631 -0.624
H 0.928 -1.873 -2.271 0.093
H 2.895 -3.168 -2.050 0.186
H 2.005 -4.709 -1.845 0.215
H 2.001 -3.856 -3.403 0.206
H -1.324 -2.697 -2.521 0.181
H -0.294 -3.532 -3.698 0.205
H -0.830 -4.385 -2.231 0.212
C -3.201 -0.843 -1.011 -0.415
H -4.243 -0.853 -1.344 0.244
C -1.504 5.080 1.450 -0.426
N -1.238 3.820 2.151 -0.399
C -1.167 3.767 3.506 0.138
C -0.891 2.576 4.136 -0.391
C -0.752 1.411 3.333 0.467
N -0.822 1.472 2.007 -0.625
C -0.969 2.676 1.368 0.767
O -0.880 2.789 0.138 -0.667
N -0.518 0.187 3.870 -0.765
H -2.506 5.462 1.701 0.216
H -1.446 4.851 0.386 0.264
H -0.745 5.829 1.718 0.214
H -1.336 4.722 4.022 0.235
H -0.803 2.487 5.219 0.241
H -0.434 0.067 4.866 0.410
H -0.731 -0.635 3.313 0.407
```

Results
Relative energy (zero: lowest compared OMol25 entry of this formula, charge and spin) = 12.9 kJ/mol
Multiplicity = 2
HOMO energy (spin up / spin down) = -0.371 / -0.370 Ha
Total charge = +1
⟨S²⟩ = 0.78



[4]
C14H27N6O2 | the ωB97M-V functional and the def2-TZVPD basis

```
49
Properties=species:S:1:pos:R:3:nbo_charge:R:1
N 0.762 2.987 -0.799 -0.852
H 0.540 2.890 -1.787 0.375
H 1.714 3.334 -0.739 0.379
C -0.148 3.968 -0.194 -0.223
C -1.609 3.629 -0.491 -0.405
C -1.990 2.171 -0.228 -0.422
C -1.778 1.728 1.228 -0.410
H -2.733 1.483 1.693 0.237
H -1.328 2.530 1.812 0.218
C -0.877 0.497 1.333 -0.089
N 0.451 0.764 0.809 -0.620
C 1.375 -0.175 0.886 0.733
O 1.239 -1.199 1.576 -0.686
C 2.630 0.034 0.043 -0.310
C 3.871 -0.592 0.706 -0.420
H 3.762 -0.531 1.790 0.236
H 4.762 -0.031 0.432 0.239
C 4.042 -2.055 0.285 -0.229
N 2.697 -2.616 0.071 -0.553
H 2.688 -3.635 0.088 0.429
C 2.092 -2.109 -1.182 -0.251
H 1.011 -2.257 -1.126 0.270
H 2.488 -2.664 -2.035 0.219
C 2.396 -0.613 -1.331 -0.416
H 1.556 -0.134 -1.830 0.247
H 3.286 -0.455 -1.941 0.222
H 2.068 -2.202 0.885 0.471
H 4.558 -2.617 1.064 0.235
H 4.619 -2.139 -0.639 0.213
H 2.784 1.106 -0.088 0.242
H 0.570 1.588 0.174 0.453
C -1.452 -0.650 0.564 0.479
N -0.855 -1.325 -0.364 -0.353
N -1.730 -2.263 -0.792 -0.300
C -2.814 -2.109 -0.107 0.476
O -2.696 -1.098 0.783 -0.406
C -4.070 -2.896 -0.208 -0.278
N -5.213 -2.007 -0.119 -0.822
H -6.070 -2.512 -0.307 0.375
H -5.284 -1.599 0.807 0.363
H -4.041 -3.680 0.571 0.197
H -4.070 -3.390 -1.183 0.238
H -0.787 0.185 2.383 0.244
H -1.416 1.527 -0.897 0.202
H -3.040 2.050 -0.499 0.233
H -1.814 3.848 -1.541 0.212
H -2.238 4.287 0.109 0.222
H 0.047 4.987 -0.551 0.198
H 0.043 3.958 0.883 0.188
```

Results
Relative energy (zero: lowest compared OMol25 entry of this formula, charge and spin) = 0.0 kJ/mol
SMILES string = NCCCC[C@H](NC(=O)C1CC[NH2+]CC1)c1nnc(CN)o1
HOMO energy = -0.439 Ha
Total charge = +1



| no. | largest force on an atom (Eh/bohr) | DFT total energy (Ha) |
| --- | --- | --- |
| 1 | 0.043 | -864.40458 |
| 2 | 0.146 | -1392.21235 |
| 3 | 0.037 | -1849.16992 |
| 4 | 0.027 | -1028.49822 |